# 1
C8H18ClNO4PZr | ωB97M-V with the def2-TZVPD basis set

Each line ends with the Mulliken charge.
Geometry (Å):
1 Zr -1.162 -3.692 -2.207  1.62
2 Cl -2.715 -2.801 -0.354  -0.23
3 C -5.271 -0.541 1.108  -0.69
4 C -3.989 -0.421 1.896  0.28
5 N -3.007 -0.319 2.476  -0.38
6 H -6.151 -0.561 1.751  0.33
7 H -5.207 -1.492 0.580  0.22
8 H -5.276 0.305 0.420  0.25
9 C 2.949 1.411 -2.524  -1.19
10 C 1.618 0.765 -2.208  0.06
11 O 1.864 -0.476 -1.571  -0.31
12 P 0.954 -1.139 -0.395  0.64
13 O 0.210 -2.378 -0.919  -0.19
14 O 0.072 0.125 0.147  -0.11
15 C -1.078 0.608 -0.544  0.09
16 C -1.510 1.874 0.005  -1.57
17 O 2.010 -1.487 0.757  -0.25
18 C 2.888 -0.470 1.353  -0.07
19 C 3.157 -0.862 2.819  -1.25
20 H 3.476 0.975 -3.372  0.31
21 H 2.916 2.491 -2.670  0.37
22 H 3.561 1.252 -1.636  0.27
23 H 0.992 1.444 -1.630  0.15
24 H 1.050 0.627 -3.129  0.38
25 H -0.786 0.822 -1.572  0.46
26 H -1.864 -0.127 -0.718  0.07
27 H -0.836 2.731 0.017  0.35
28 H -2.404 2.158 -0.549  0.43
29 H -1.902 1.818 1.021  0.35
30 H 3.689 -0.194 0.667  0.32
31 H 2.213 0.384 1.407  0.25
32 H 3.593 0.022 3.286  0.38
33 H 2.233 -1.061 3.361  0.33
34 H 3.717 -1.791 2.924  0.34

Multiplicity: 2
Molar mass in u: 349.886
Charge: +2
HOMO energy (spin up / spin down) in eV: -16.57 / -16.57

# 2
C8H18FIN2 | ωB97M-V with the def2-TZVPD basis set

Each line ends with the Mulliken charge.
Geometry (Å):
1 C 1.589 -0.122 0.605  -0.92
2 C -0.813 -1.089 1.133  -0.68
3 C 1.123 -0.259 -0.851  -0.73
4 C -1.151 -0.894 -0.337  -0.77
5 C 0.669 -1.026 1.470  -0.17
6 C 0.004 1.982 -2.120  -1.63
7 C -0.853 0.945 -1.552  0.52
8 C -1.390 2.923 0.510  -0.52
9 N -0.309 -0.027 -1.037  0.31
10 N 1.303 -2.376 1.459  -0.15
11 F -0.723 2.118 1.353  -0.16
12 I -3.558 3.276 1.421  0.19
13 H 2.624 -0.574 0.637  0.46
14 H 1.591 0.977 0.915  0.28
15 H -1.231 -0.298 1.807  0.30
16 H -1.174 -2.083 1.509  0.46
17 H 1.627 0.551 -1.354  0.24
18 H 1.229 -1.322 -1.057  0.48
19 H -1.117 -1.841 -0.891  0.35
20 H -2.133 -0.418 -0.520  0.39
21 H 0.608 -0.653 2.531  0.33
22 H 0.210 1.692 -3.178  0.46
23 H -0.505 2.950 -2.272  0.36
24 H 0.925 2.148 -1.752  0.54
25 H -1.915 1.254 -1.565  0.37
26 H -1.073 3.968 0.907  0.34
27 H -3.851 4.092 0.085  0.20
28 H 1.745 -2.380 0.450  0.40
29 H 0.746 -3.186 1.612  0.34
30 H 2.085 -2.399 2.134  0.38

Molar mass in u: 288.148
Charge: +2
HOMO energy in eV: -14.44
Energy relative to the best compared isomer or geometry (same formula, charge and spin) in eV: 1.817

# 3
C8H18N2S2 | ωB97M-V with the def2-TZVPD basis set

Each line ends with the Mulliken charge.
Geometry (Å):
1 C -2.594 0.731 -0.122  0.35
2 C 0.691 1.535 1.101  -0.96
3 C 1.997 2.086 0.448  -0.68
4 C 1.660 -0.184 -0.271  -0.96
5 C 0.262 0.482 0.007  0.31
6 C -1.320 -1.294 -2.039  -1.31
7 C -1.046 -1.686 -0.593  -0.78
8 C -0.892 -0.463 0.308  -0.72
9 N 2.537 1.010 -0.341  -0.01
10 N -1.080 -0.850 1.750  0.04
11 S -2.455 2.054 -0.964  -0.02
12 S -3.916 -0.005 0.663  -0.10
13 H 0.719 1.200 2.169  0.41
14 H -0.055 2.267 1.201  0.46
15 H 1.818 3.002 -0.232  0.32
16 H 2.734 2.270 1.239  0.38
17 H 2.066 -0.811 0.615  0.29
18 H 1.602 -0.854 -1.179  0.38
19 H -0.232 0.923 -0.939  0.19
20 H -1.451 -2.257 -2.474  0.42
21 H -0.551 -0.633 -2.416  0.34
22 H -2.168 -0.762 -1.927  0.44
23 H -1.940 -2.240 -0.106  0.50
24 H -0.145 -2.376 -0.341  0.44
25 H 2.672 1.286 -1.370  0.44
26 H 3.541 0.872 -0.029  0.43
27 H -1.389 -0.067 2.296  0.38
28 H -0.299 -1.263 2.127  0.30
29 H -1.852 -1.541 1.716  0.46
30 H -4.820 0.871 0.111  0.25

Molar mass in u: 206.380
Charge: +2
HOMO energy in eV: -15.48
Energy relative to the best compared isomer or geometry (same formula, charge and spin) in eV: 0.000

# 4
C8H18N2S4 | ωB97M-V with the def2-TZVPD basis set

Each line ends with the Mulliken charge.
Geometry (Å):
1 C 2.907 -1.306 1.386  -0.94
2 C 1.625 -1.119 0.557  -0.16
3 C 0.903 2.631 -0.663  -0.62
4 C -0.141 2.282 0.425  -0.22
5 C -1.447 2.088 0.102  0.07
6 C -2.390 1.763 1.242  -0.78
7 C -2.926 -1.918 -0.898  -0.73
8 C -1.444 -1.362 -1.089  -0.09
9 H 4.618 -2.396 1.776  0.30
10 H 4.779 -1.024 0.364  0.29
11 H 3.224 -0.208 1.658  0.29
12 H 2.747 -1.587 2.362  0.60
13 H 1.593 -2.230 0.230  0.27
14 H 0.586 -0.965 1.222  0.13
15 H 0.477 2.790 -1.703  0.35
16 H 1.582 3.677 -0.399  0.25
17 H 0.449 2.286 1.455  0.19
18 H -1.859 1.924 -0.893  0.36
19 H -1.832 2.452 2.055  0.34
20 H -3.497 2.167 0.777  0.27
21 H -3.350 -2.074 -1.892  0.40
22 H -2.957 -2.816 -0.253  0.31
23 H -0.737 -2.271 -1.330  0.27
24 H -1.172 -1.002 -0.092  -0.08
25 H -0.481 -0.074 -2.221  0.12
26 H -1.816 -0.508 -2.919  0.21
27 N 4.123 -1.992 0.759  -0.64
28 N -1.425 -0.269 -2.014  -0.31
29 S 1.855 -0.226 -0.986  -0.15
30 S 2.436 1.697 -0.469  -0.08
31 S -2.625 -0.031 1.617  -0.10
32 S -3.805 -0.380 -0.164  -0.09

Molar mass in u: 270.514
HOMO energy in eV: -8.16
SMILES: NCCSSC/C=C/CSSCCN
Energy relative to the best compared isomer or geometry (same formula, charge and spin) in eV: 5.332